Entry from OMol25: a molecular structure, C41H58N10OS4SnTe (ωB97M-V/def2-TZVPD).

Structure (XYZ):
```
116
Properties=species:S:1:pos:R:3:lowdin_charge:R:1
Sn 1.26 -1.28 1.18 1.183
C 3.36 0.88 -2.47 -0.026
C 2.73 -0.14 -1.55 -0.319
N 2.99 -0.22 -0.23 -0.116
N 3.95 0.63 0.28 -0.037
C 4.60 0.46 1.44 -0.894
N 5.65 1.33 1.62 0.077
S 4.28 -0.71 2.59 0.641
C 1.85 -1.12 -2.05 -0.269
C 1.62 -1.36 -3.44 -0.033
C 0.83 -2.40 -3.83 -0.061
C 0.22 -3.22 -2.86 -0.060
C 0.42 -2.89 -1.55 -0.184
N 1.22 -1.90 -1.13 -0.045
H 3.35 1.88 -2.04 0.077
H 2.81 0.97 -3.40 0.067
H 4.40 0.63 -2.73 0.088
H 4.33 1.33 -0.34 0.122
H 5.62 2.23 1.16 0.098
H 5.99 1.36 2.57 0.082
H 2.07 -0.73 -4.18 0.101
H 0.67 -2.58 -4.89 0.110
H -0.42 -4.05 -3.13 0.104
H -0.10 -3.43 -0.76 0.065
N 0.68 -0.97 3.88 -0.086
C 0.52 0.18 4.78 -0.252
C 1.75 1.09 4.75 -0.194
C 1.67 2.23 3.75 -0.274
N 1.61 1.72 2.37 -0.003
H -0.17 -1.52 3.87 0.037
H 1.39 -1.60 4.25 0.067
H 0.33 -0.15 5.81 0.109
H -0.36 0.74 4.45 0.105
H 2.64 0.49 4.54 0.062
H 1.89 1.53 5.74 0.112
H 2.52 2.90 3.90 0.109
H 0.77 2.81 3.95 0.092
H 2.44 1.16 2.20 -0.029
H 1.64 2.50 1.71 0.062
C -2.61 5.66 -5.39 -0.039
C -2.16 4.75 -4.27 -0.252
C -1.98 5.23 -2.98 -0.006
C -1.62 4.38 -1.94 -0.295
C -1.44 4.98 -0.57 -0.072
C -1.45 3.01 -2.20 -0.334
Te -1.09 1.82 -0.47 1.866
N -1.77 0.09 -1.16 -0.164
C -1.73 -0.73 -0.14 -0.652
O -1.07 -0.48 0.94 -0.332
C -2.57 -1.95 -0.23 -0.174
C -2.95 -2.60 0.94 -0.068
C -3.85 -3.66 0.90 -0.070
C -4.38 -4.06 -0.32 -0.077
C -4.00 -3.42 -1.49 -0.074
C -3.11 -2.37 -1.45 -0.040
C -2.93 2.26 0.51 -0.294
C -4.16 2.05 -0.11 -0.252
C -4.38 1.62 -1.54 -0.040
C -5.32 2.27 0.64 -0.004
C -5.28 2.70 1.95 -0.250
C -6.54 2.93 2.74 -0.038
C -4.04 2.91 2.54 -0.005
C -2.86 2.70 1.84 -0.303
C -1.56 2.93 2.55 -0.090
C -1.54 2.52 -3.51 -0.294
C -1.21 1.11 -3.90 -0.063
C -1.91 3.41 -4.51 -0.007
H -2.61 6.70 -5.07 0.077
H -3.62 5.39 -5.71 0.088
H -1.95 5.56 -6.25 0.084
H -2.11 6.28 -2.78 0.120
H -1.35 6.06 -0.63 0.087
H -0.54 4.61 -0.08 0.055
H -2.29 4.75 0.08 0.078
H -2.54 -2.26 1.88 0.091
H -4.14 -4.16 1.81 0.107
H -5.10 -4.87 -0.35 0.105
H -4.41 -3.74 -2.44 0.104
H -2.81 -1.85 -2.35 0.105
H -3.46 1.50 -2.10 0.020
H -5.00 2.36 -2.05 0.096
H -4.91 0.67 -1.56 0.094
H -6.28 2.10 0.16 0.126
H -7.43 2.71 2.15 0.078
H -6.60 3.97 3.07 0.087
H -6.56 2.31 3.63 0.087
H -3.98 3.25 3.57 0.124
H -1.74 3.11 3.61 0.084
H -1.04 3.82 2.16 0.078
H -0.88 2.08 2.45 0.030
H -0.44 0.68 -3.27 0.042
H -0.87 1.09 -4.94 0.085
H -2.08 0.46 -3.82 0.079
H -2.00 3.03 -5.53 0.126
C 1.79 -6.91 0.30 -0.071
N 1.03 -5.70 0.58 -0.057
C 0.80 -5.23 1.80 -0.906
N 1.18 -5.97 2.85 0.125
S -0.05 -3.77 2.06 0.595
H 1.76 -7.10 -0.77 0.094
H 1.34 -7.76 0.81 0.092
H 2.83 -6.79 0.61 0.071
H 0.83 -5.07 -0.18 0.090
H 1.84 -6.73 2.75 0.101
H 1.04 -5.58 3.76 0.101
S 3.56 -3.84 1.01 0.586
C 5.06 -3.27 0.58 -1.184
N 5.27 -2.37 -0.37 -0.057
C 6.64 -2.05 -0.73 -0.212
C 7.50 -2.47 0.47 -0.406
S 6.55 -3.78 1.31 0.935
H 4.47 -1.99 -0.86 0.111
H 6.74 -0.98 -0.91 0.116
H 6.93 -2.59 -1.63 0.122
H 7.63 -1.65 1.17 0.072
H 8.46 -2.86 0.17 0.078
```

Values from the calculation:
Total charge: +1
Orbital gap (spin up / spin down) (eV): 5.9 / 7.0
HOMO energy (spin up / spin down) (eV): -7.8 / -9.4
Multiplicity: 2

Entry from OMol25: 2 unconnected molecules or ions with the total composition CH8NO2 in a non-equilibrium geometry (ωB97M-V/def2-TZVPD).

Structure (XYZ):
```
12
Properties=species:S:1:pos:R:3:lowdin_charge:R:1
O -1.48 1.79 -0.24 -0.025
H -1.00 0.39 0.41 0.092
H -1.42 2.49 0.44 0.103
H -2.25 2.09 -0.75 0.091
N -0.49 -0.53 0.56 0.207
C 0.99 -0.22 0.21 -0.144
O 1.30 -1.36 -0.62 -0.031
H -0.38 -0.85 1.51 0.161
H -0.76 -1.23 -0.13 0.165
H 1.63 -0.35 1.09 0.143
H 1.10 0.71 -0.34 0.138
H 2.23 -1.49 -0.44 0.101
```

Values from the calculation:
ΔE to the lowest compared entry with this formula, charge and spin (kcal/mol): 11.7
Total charge: +1
Orbital gap (eV): 12.5
HOMO energy (eV): -15.9
Multiplicity: 1

Entry from OMol25: 7 unconnected molecules or ions with the total composition C11H36N10O7 in a non-equilibrium geometry (ωB97M-V/def2-TZVPD).

Structure (XYZ):
```
64
Properties=species:S:1:pos:R:3:lowdin_charge:R:1
C 9.47 8.75 15.62 -0.626
O 9.00 9.49 16.42 0.050
N 8.78 7.68 14.96 0.122
N 10.82 8.78 15.16 0.142
H 9.21 7.27 14.10 0.077
H 7.80 7.56 15.13 0.075
H 11.05 8.42 14.25 0.032
H 11.27 9.68 15.34 0.064
C 10.72 6.98 11.23 -0.655
O 10.63 7.49 12.34 -0.011
N 11.20 5.72 11.08 0.158
N 10.38 7.62 10.09 0.189
H 10.77 5.29 10.29 0.098
H 11.04 5.21 11.94 0.102
H 10.76 7.31 9.24 0.075
H 10.24 8.61 10.17 0.046
C 7.23 13.11 9.22 -0.583
O 7.81 13.97 9.85 0.023
N 7.49 12.76 7.83 0.135
N 6.24 12.32 9.83 0.153
H 7.74 13.55 7.30 0.068
H 6.66 12.34 7.46 0.068
H 6.14 12.43 10.80 0.079
H 5.84 11.49 9.46 0.083
C 10.62 11.32 11.11 -0.642
O 10.39 10.61 10.10 -0.055
N 10.94 10.68 12.23 0.200
N 10.72 12.65 10.97 0.203
H 10.77 9.66 12.25 0.088
H 10.88 11.16 13.13 0.068
H 10.17 13.02 10.26 0.066
H 10.56 13.13 11.86 0.086
C 11.38 9.11 7.10 -0.631
O 11.77 8.93 5.94 -0.004
N 12.22 9.43 8.14 0.152
N 10.00 9.04 7.43 0.122
H 13.22 9.66 8.02 0.123
H 11.80 9.58 9.05 0.048
H 9.67 9.88 7.92 0.079
H 9.45 8.76 6.64 0.080
C 14.26 9.92 13.67 -0.049
C 14.05 10.84 14.86 -0.439
C 15.03 12.00 15.03 -0.068
O 12.66 11.41 14.88 -0.091
H 13.31 9.37 13.57 0.071
H 15.16 9.32 13.86 0.097
H 14.35 10.53 12.78 0.076
H 14.17 10.24 15.75 0.128
H 14.73 12.52 15.97 0.086
H 15.06 12.74 14.24 0.072
H 16.10 11.69 15.11 0.088
H 12.58 11.60 13.95 0.028
C 8.13 12.73 13.84 -0.044
C 9.21 13.40 14.66 -0.446
C 9.21 13.06 16.14 -0.040
O 10.49 13.12 13.98 -0.094
H 8.38 11.67 13.83 0.084
H 8.22 13.23 12.88 0.066
H 7.14 12.92 14.22 0.080
H 9.00 14.46 14.55 0.126
H 9.35 11.99 16.36 0.067
H 8.32 13.36 16.69 0.085
H 10.08 13.57 16.60 0.083
H 11.15 13.49 14.58 0.086
```

Values from the calculation:
SMILES string: NC(N)=O.NC(N)=O.NC(N)=O.NC(N)=O.NC(N)=O.CC(C)O.CC(C)O
ΔE to the lowest compared entry with this formula, charge and spin (kcal/mol): 4.0
Orbital gap (eV): 9.8
HOMO energy (eV): -9.4
Multiplicity: 1

Entry from OMol25: a molecular structure, C11H16MnN3O3S7Sb (ωB97M-V/def2-TZVPD).

Structure (XYZ):
```
42
Properties=species:S:1:pos:R:3:lowdin_charge:R:1
Mn 0.43 -0.61 0.61 -0.321
S 2.31 0.34 1.52 0.706
C 1.65 1.53 2.61 -0.663
C 2.47 2.19 3.55 -0.097
C 1.94 3.11 4.42 -0.067
C 0.59 3.44 4.40 -0.083
C -0.24 2.81 3.50 -0.097
C 0.30 1.86 2.63 -0.571
S -0.83 1.03 1.57 0.529
H 3.52 1.93 3.57 0.107
H 2.59 3.59 5.15 0.109
H 0.19 4.18 5.09 0.106
H -1.30 3.04 3.46 0.113
S -2.49 0.31 -3.36 -0.119
Sb -2.61 0.07 -1.15 0.088
S -0.29 1.44 -0.32 0.378
S -1.38 -1.74 -0.20 0.189
S -4.25 0.75 0.23 -0.103
C -3.33 -3.25 2.19 -0.065
N -2.31 -2.39 2.81 -0.204
C -2.82 -1.08 3.19 -0.083
C -1.02 -2.73 2.85 -0.662
S 0.27 -1.55 2.86 0.778
N -0.72 -4.04 2.96 -0.174
C -1.61 -4.97 3.66 -0.040
C 0.61 -4.59 2.69 -0.046
H -3.87 -2.64 1.47 0.083
H -4.04 -3.63 2.93 0.097
H -2.86 -4.07 1.66 0.087
H -3.68 -1.22 3.86 0.103
H -3.17 -0.53 2.31 -0.012
H -2.06 -0.51 3.71 0.056
H -2.40 -4.43 4.17 0.087
H -1.02 -5.50 4.41 0.098
H -2.04 -5.71 2.98 0.099
H 1.12 -4.02 1.93 0.053
H 0.48 -5.61 2.33 0.098
H 1.22 -4.61 3.59 0.099
O 2.53 -2.54 -1.59 0.169
N 1.83 -1.93 -0.84 -0.485
O 1.45 -2.33 0.31 -0.169
O 1.34 -0.75 -1.10 -0.170
```

Values from the calculation:
Orbital gap (spin up / spin down) (eV): 5.8 / 7.0
HOMO energy (spin up / spin down) (eV): -8.2 / -8.2
Multiplicity: 2

Entry from OMol25: C5H8N2 in the gas phase in a non-equilibrium geometry (ωB97M-V/def2-TZVPD).

Structure (XYZ):
```
15
Properties=species:S:1:pos:R:3:lowdin_charge:R:1
C 1.40 -0.19 -1.42 -0.069
C -1.51 0.37 0.74 -0.535
C 0.69 -0.27 -0.10 -0.336
C -0.77 -0.45 -0.14 -0.155
C 1.41 -0.24 1.04 0.082
N -1.69 0.49 1.97 0.167
N -1.68 0.76 -0.51 0.158
H -2.24 1.32 2.16 0.054
H -2.61 0.50 -0.84 0.125
H -1.16 -1.33 -0.64 0.146
H 2.49 -0.09 -1.30 0.075
H 1.22 -1.11 -2.00 0.080
H 1.05 0.66 -2.01 0.080
H 0.92 -0.32 2.01 0.062
H 2.49 -0.12 1.04 0.064
```

Values from the calculation:
SMILES string: [H]/N=C1\N[C@H]1C(=C)C
ΔE to the lowest compared entry with this formula, charge and spin (kcal/mol): 65.1
Orbital gap (eV): 10.2
HOMO energy (eV): -9.5
Multiplicity: 1

Entry from OMol25: a molecular structure, C37H20F8FeIP in a non-equilibrium geometry (ωB97M-V/def2-TZVPD).

Structure (XYZ):
```
68
Properties=species:S:1:pos:R:3:lowdin_charge:R:1
Fe 0.18 -0.25 -0.45 0.248
I -2.10 0.79 -1.22 1.183
C -2.78 -0.81 -2.41 -0.556
C -3.25 -0.34 -3.60 -0.180
C -3.95 -1.18 -4.48 -0.066
C -4.22 -2.46 -4.09 -0.030
C -3.73 -2.97 -2.86 -0.154
C -4.09 -4.29 -2.50 -0.023
C -3.64 -4.84 -1.33 -0.051
C -2.75 -4.11 -0.53 -0.083
C -2.34 -2.83 -0.85 -0.288
P -0.97 -2.20 0.20 1.019
C 0.31 -3.50 0.12 -0.333
C 0.49 -4.23 -1.06 -0.086
C 1.57 -5.09 -1.18 -0.085
C 2.47 -5.25 -0.14 -0.093
C 2.32 -4.50 1.01 -0.061
C 1.26 -3.61 1.14 -0.103
C -1.74 -2.28 1.86 -0.343
C -2.92 -1.54 2.02 -0.107
C -3.57 -1.50 3.24 -0.068
C -3.05 -2.19 4.33 -0.075
C -1.88 -2.92 4.18 -0.068
C -1.23 -2.97 2.95 -0.077
C -2.91 -2.18 -2.00 -0.167
H -3.11 0.70 -3.86 0.079
H -4.31 -0.80 -5.43 0.112
H -4.81 -3.11 -4.72 0.117
H -4.73 -4.85 -3.17 0.118
H -3.94 -5.84 -1.04 0.112
H -2.33 -4.59 0.34 0.118
H -0.19 -4.10 -1.89 0.110
H 1.70 -5.64 -2.11 0.111
H 3.31 -5.94 -0.24 0.108
H 3.04 -4.58 1.82 0.111
H 1.20 -2.98 2.02 0.087
H -3.34 -0.99 1.18 0.081
H -4.48 -0.92 3.34 0.108
H -3.55 -2.15 5.29 0.106
H -1.47 -3.46 5.02 0.108
H -0.33 -3.57 2.86 0.083
F 6.74 -5.27 -4.71 0.135
C 6.25 -4.23 -5.40 -0.592
F 7.29 -3.40 -5.64 0.141
F 5.85 -4.69 -6.59 0.136
C 5.14 -3.53 -4.67 -0.130
C 4.39 -2.58 -5.35 -0.011
C 3.38 -1.90 -4.70 -0.017
C 3.11 -2.16 -3.35 -0.239
C 3.86 -3.12 -2.68 -0.016
C 4.88 -3.80 -3.34 0.000
C 2.07 -1.45 -2.64 -0.129
C 1.21 -0.86 -2.03 -0.118
H 4.60 -2.38 -6.39 0.124
H 2.79 -1.16 -5.22 0.118
H 3.65 -3.32 -1.64 0.104
H 5.46 -4.55 -2.81 0.119
F 2.98 -0.69 0.84 0.065
C 2.11 -0.33 1.81 -0.273
C 0.85 0.16 1.49 -0.098
C 0.07 0.46 2.58 -0.270
F -1.18 0.96 2.39 0.040
C 0.46 0.29 3.89 -0.158
F -0.35 0.59 4.91 0.112
C 1.72 -0.21 4.15 -0.143
F 2.12 -0.39 5.41 0.124
C 2.56 -0.52 3.10 -0.160
F 3.78 -1.01 3.35 0.111
```

Values from the calculation:
ΔE to the lowest compared entry with this formula, charge and spin (kcal/mol): 0.0
Orbital gap (spin up / spin down) (eV): 7.6 / 8.0
HOMO energy (spin up / spin down) (eV): -8.1 / -8.5
Multiplicity: 5

Entry from OMol25: a molecular structure, C49H62FN6O10PW (ωB97M-V/def2-TZVPD).

Structure (XYZ):
```
130
Properties=species:S:1:pos:R:3:lowdin_charge:R:1
W 0.02 0.47 0.60 1.855
C 2.80 1.91 -0.71 -0.067
N 2.02 2.04 0.53 -0.242
C 1.72 3.48 0.68 -0.047
C 2.73 1.62 1.72 -0.223
C 4.10 1.75 1.84 -0.019
C 4.73 1.44 3.03 -0.081
C 3.96 1.04 4.10 -0.079
C 2.58 0.91 3.98 -0.015
C 1.93 1.17 2.78 -0.204
N 0.55 1.03 2.47 -0.097
C -0.49 1.10 3.41 -0.205
C -0.44 0.82 4.78 -0.020
C -1.52 1.11 5.60 -0.097
C -2.71 1.58 5.08 -0.091
C -2.82 1.73 3.70 -0.017
C -1.73 1.49 2.89 -0.204
N -1.75 1.77 1.45 -0.247
C -3.09 1.55 0.86 -0.055
C -1.47 3.22 1.32 -0.042
H 3.21 0.90 -0.79 0.094
H 3.62 2.63 -0.74 0.092
H 2.14 2.12 -1.54 0.052
H 2.64 4.06 0.62 0.103
H 1.28 3.66 1.66 0.082
H 1.04 3.79 -0.11 0.063
H 4.69 2.09 0.99 0.108
H 5.81 1.51 3.12 0.103
H 4.42 0.81 5.05 0.105
H 2.05 0.57 4.85 0.078
H 0.42 0.36 5.22 0.087
H -1.44 0.91 6.67 0.112
H -3.55 1.79 5.72 0.107
H -3.76 2.06 3.28 0.109
H -3.40 0.52 0.98 0.084
H -3.04 1.83 -0.19 0.053
H -3.83 2.21 1.33 0.089
H -2.31 3.78 1.75 0.109
H -1.38 3.49 0.27 0.057
H -0.58 3.47 1.88 0.072
C -2.22 -2.66 -2.07 -0.063
C -3.15 -1.68 -1.35 -0.341
C -2.92 -0.26 -1.82 -0.061
C -3.30 -1.86 0.17 -0.123
C -4.61 -2.22 0.51 -0.050
C -5.01 -2.55 1.79 -0.069
C -4.05 -2.56 2.78 -0.038
C -2.74 -2.18 2.52 -0.116
C -1.76 -2.37 3.67 -0.343
C -2.36 -2.01 5.04 -0.073
C -1.31 -3.84 3.75 -0.035
C -2.36 -1.74 1.23 -0.161
N -0.96 -1.33 1.08 -0.070
C -0.14 -2.50 1.22 -0.256
C -0.40 -3.68 0.51 -0.020
C 0.37 -4.82 0.62 -0.075
C 1.46 -4.85 1.48 -0.084
C 1.73 -3.72 2.24 -0.012
C 0.93 -2.60 2.12 -0.263
F 1.20 -1.58 2.95 0.068
H -2.38 -2.57 -3.14 0.084
H -2.45 -3.70 -1.79 0.083
H -1.17 -2.46 -1.86 0.043
H -4.14 -1.95 -1.73 0.113
H -2.08 0.19 -1.31 0.026
H -3.80 0.37 -1.63 0.091
H -2.72 -0.22 -2.89 0.074
H -5.35 -2.28 -0.29 0.108
H -6.03 -2.83 1.99 0.104
H -4.33 -2.87 3.77 0.107
H -0.90 -1.73 3.50 0.098
H -3.01 -2.81 5.40 0.074
H -2.94 -1.09 5.00 0.067
H -1.56 -1.89 5.77 0.082
H -2.18 -4.47 3.95 0.089
H -0.60 -3.96 4.58 0.093
H -0.84 -4.20 2.84 0.051
H -1.27 -3.70 -0.13 0.090
H 0.11 -5.70 0.04 0.108
H 2.07 -5.73 1.58 0.107
H 2.53 -3.70 2.96 0.128
O 1.82 -0.65 0.31 -0.111
C 1.48 -1.22 -0.78 -0.590
O 0.40 -0.91 -1.30 -0.055
C 2.35 -2.28 -1.35 -0.074
C 1.98 -2.89 -2.54 0.098
C 2.77 -3.92 -3.02 -0.098
C 3.90 -4.37 -2.36 0.098
C 4.22 -3.73 -1.18 -0.101
C 3.48 -2.69 -0.66 0.091
N 5.41 -4.20 -0.44 -0.347
O 6.03 -5.13 -0.90 0.092
O 5.68 -3.62 0.60 0.092
N 2.39 -4.57 -4.29 -0.347
O 1.44 -4.10 -4.89 0.089
O 3.06 -5.51 -4.66 0.094
H 1.09 -2.58 -3.07 0.123
H 4.49 -5.18 -2.75 0.136
H 3.76 -2.22 0.27 0.139
C -0.48 -0.39 -4.55 -0.023
C 0.03 1.04 -4.41 -0.586
C -0.03 1.76 -5.75 -0.021
C 1.45 1.04 -3.87 -0.020
O -0.90 1.74 -3.55 -0.137
P -0.83 2.51 -2.17 0.297
O -2.17 3.03 -1.86 -0.248
O -0.16 1.64 -1.09 -0.414
O 0.27 3.66 -2.38 -0.187
C -0.01 5.01 -2.86 -0.609
C -0.72 5.79 -1.76 -0.029
C 1.37 5.59 -3.13 -0.023
C -0.84 4.98 -4.13 -0.022
H 0.19 -0.97 -5.18 0.095
H -0.54 -0.85 -3.56 0.051
H -1.47 -0.40 -5.00 0.095
H 0.52 1.19 -6.51 0.093
H 0.41 2.75 -5.68 0.068
H -1.07 1.85 -6.08 0.097
H 2.11 0.58 -4.61 0.100
H 1.50 0.45 -2.96 0.062
H 1.80 2.05 -3.67 0.079
H -0.13 5.80 -0.85 0.082
H -1.70 5.36 -1.56 0.076
H -0.85 6.83 -2.08 0.091
H 1.97 5.57 -2.22 0.084
H 1.29 6.62 -3.47 0.091
H 1.88 5.00 -3.90 0.086
H -1.81 4.51 -3.96 0.087
H -0.32 4.45 -4.92 0.065
H -1.01 6.01 -4.47 0.095
```

Values from the calculation:
ΔE to the lowest compared entry with this formula, charge and spin (kcal/mol): 1.5
Orbital gap (spin up / spin down) (eV): 6.4 / 6.8
HOMO energy (spin up / spin down) (eV): -7.4 / -7.8
Multiplicity: 3